Density functional theory data (wB97M-V/def2-TZVPD) for a structure of composition C41H33BrCuNO2P2.

Positions of all 81 atoms, in Å:
Cu  -0.56260  -0.46011  0.90349
C  0.80219  0.23186  4.12138
P  2.36040  -0.49072  3.40671
C  3.24182  0.87489  2.57414
C  2.79550  1.61716  1.48161
C  3.59695  2.60232  0.92525
C  4.84184  2.88425  1.47013
C  5.29253  2.16964  2.56863
C  4.50025  1.16508  3.10508
C  1.65787  -1.56164  2.08755
C  1.89487  -1.45181  0.71662
C  1.49790  -2.46589  -0.15628
C  0.84948  -3.58923  0.32123
C  0.57744  -3.69924  1.68158
C  0.98549  -2.70464  2.54950
C  -0.03537  1.23641  3.40207
C  -0.50976  2.43958  3.88787
C  -1.41197  2.94976  2.91800
C  -1.42076  2.03822  1.88434
C  -2.16223  2.02505  0.57358
P  -0.94482  1.40725  -0.65876
C  -0.02922  2.92250  -1.10167
C  -0.16199  4.08405  -0.33590
C  0.48453  5.25214  -0.71366
C  1.27758  5.27631  -1.85252
C  1.43732  4.11764  -2.59904
C  0.79681  2.94286  -2.22688
C  -1.81107  0.83602  -2.13544
C  -1.71377  1.33461  -3.36878
C  -2.12716  0.54777  -4.54080
C  -2.58890  -0.69954  -4.45122
C  -2.82616  -1.37751  -3.13797
C  -2.34474  -0.54620  -1.92116
N  -0.55192  1.01179  2.15970
H  1.08274  0.64256  5.09382
H  0.20713  -0.66342  4.34232
H  1.82494  1.42264  1.04914
H  3.24838  3.14545  0.05973
H  5.46155  3.65633  1.02991
H  6.26454  2.37997  2.99813
H  4.86151  0.58383  3.94580
H  2.39536  -0.59228  0.29053
H  1.67819  -2.32048  -1.21195
H  0.52737  -4.36629  -0.36133
H  0.04704  -4.56324  2.06428
H  0.79695  -2.81824  3.61231
H  -0.26469  2.87351  4.84594
H  -1.98538  3.86357  2.97019
H  -2.54901  3.00942  0.30659
H  -3.00641  1.32734  0.58485
H  -0.74401  4.08305  0.57429
H  0.37515  6.14042  -0.10367
H  1.78141  6.19022  -2.14430
H  2.07124  4.10035  -3.47670
H  0.97058  2.04548  -2.80879
H  -1.23527  2.28809  -3.54844
H  -1.97659  0.99625  -5.51504
H  -2.81620  -1.25692  -5.35467
H  -3.87357  -1.68588  -3.06760
H  -3.07633  -0.56587  -1.10817
Br  -1.87604  -1.97178  2.85912
C  -2.22328  -3.32627  1.56882
C  -2.76925  -4.47536  1.98383
C  -3.12802  -5.48329  0.99952
C  -2.99931  -5.24247  -0.31110
C  -2.46303  -3.98242  -0.81843
C  -2.41535  -3.75523  -2.14326
C  -1.83244  -2.51694  -2.73441
C  -1.20810  -1.57627  -1.66074
C  -1.24526  -1.90882  -0.21431
C  -1.94043  -3.00123  0.17768
H  -2.96963  -4.64866  3.03177
H  -3.52731  -6.42754  1.34862
H  -3.29701  -5.98765  -1.04039
H  -2.76954  -4.53274  -2.81533
H  -1.14691  -2.77091  -3.54811
H  -0.24069  -1.16794  -1.95932
O  1.99412  0.81887  -4.26112
C  2.07453  -0.00403  -3.33469
O  1.49492  0.02058  -2.21733
H  2.73309  -0.89644  -3.51642

Atoms 1-2, force components in eV/Å:
Cu 0.0 0.1 0.0
C 0.1 0.1 0.1

Output
M   777.118 g/mol
Total charge   -1
Lowest unoccupied orbital energy (alpha / beta)   0.076 / 0.051 Eh
<S²>   0.76
Total energy   -181896.7083 eV
Frontier orbital gap (alpha / beta)   6.75 / 6.07 eV
2S+1   2